1.
Entry from the Open Molecules 2025 dataset: C29H47MgN3S4Sb as an isolated structure (ωB97M-V/def2-TZVPD).

Summary:
Expectation value of S²: 0.755
Total energy in Ha: -3330.51420
LUMO (alpha / beta) in eV: 0.27 / 0.27
HOMO energy (alpha / beta) in eV: -5.6 / -6.7
Multiplicity: 2

Geometry as XYZ:
```
85
Properties=species:S:1:pos:R:3:lowdin_charge:R:1
Mg 0.117 0.839 0.243 0.4970
C 2.564 -0.689 -1.100 -0.0874
N 1.988 0.663 -0.981 -0.2390
C 3.010 1.561 -0.397 -0.0569
C 1.500 1.213 -2.254 -0.2088
C 2.029 0.813 -3.464 -0.0437
C 1.520 1.317 -4.658 -0.1037
C 0.461 2.209 -4.608 -0.1016
C -0.071 2.630 -3.396 -0.0269
C 0.456 2.179 -2.176 -0.2259
N 0.047 2.468 -0.897 -0.0083
C -0.793 3.453 -0.435 -0.2169
C -1.332 4.545 -1.128 -0.0189
C -2.204 5.432 -0.506 -0.0944
C -2.563 5.277 0.822 -0.1002
C -1.978 4.247 1.554 -0.0358
C -1.101 3.371 0.952 -0.1972
N -0.359 2.377 1.741 -0.2498
C 0.899 2.995 2.213 -0.0509
C -1.097 1.831 2.885 -0.0880
H 3.562 -0.665 -1.548 0.0918
H 1.915 -1.321 -1.696 0.0277
H 2.655 -1.127 -0.105 0.0670
H 3.920 1.540 -1.004 0.0985
H 3.258 1.244 0.618 0.0625
H 2.618 2.575 -0.381 0.0835
H 2.834 0.090 -3.491 0.1080
H 1.941 1.006 -5.605 0.0974
H 0.024 2.576 -5.529 0.1038
H -0.937 3.272 -3.397 0.0915
H -1.052 4.720 -2.155 0.0863
H -2.608 6.258 -1.079 0.1008
H -3.264 5.952 1.292 0.0955
H -2.211 4.142 2.606 0.1061
H 0.687 3.804 2.920 0.0998
H 1.438 3.407 1.362 0.0853
H 1.516 2.240 2.704 0.0594
H -1.181 2.555 3.703 0.0908
H -0.555 0.956 3.243 0.0560
H -2.089 1.519 2.567 0.0781
C 1.748 -0.097 5.743 -0.5317
C 2.992 -0.344 4.887 -0.5276
S 2.732 -0.460 3.099 0.8337
C 2.796 -2.233 2.754 -0.5417
C 1.604 -3.079 3.198 -0.5333
S 0.023 -2.367 2.671 0.8349
C -0.959 -2.516 4.182 -0.5343
C -0.752 -1.439 5.240 -0.5208
S 0.786 -1.565 6.202 0.8750
H 1.084 0.620 5.259 0.0603
H 2.067 0.340 6.690 0.0653
H 3.521 -1.239 5.217 0.0772
H 3.673 0.500 5.009 0.0670
H 3.716 -2.630 3.187 0.0802
H 2.912 -2.276 1.670 0.0457
H 1.594 -3.164 4.282 0.0279
H 1.704 -4.078 2.771 0.0746
H -0.810 -3.513 4.599 0.0769
H -1.993 -2.461 3.834 0.0760
H -1.568 -1.490 5.963 0.0698
H -0.776 -0.453 4.786 0.0430
S -3.095 -0.004 0.133 0.5001
C -1.583 -0.440 0.338 -0.8584
C -1.783 -4.529 -1.105 -0.2013
C -2.354 -3.364 -1.914 -0.4517
Sb -0.883 -1.845 -2.230 1.4191
C -2.037 -0.459 -3.413 -0.4324
C -3.274 -1.016 -4.113 -0.1815
C 0.156 -2.743 -3.922 -0.4392
C -0.620 -3.755 -4.764 -0.1929
H -2.537 -5.298 -0.921 0.0647
H -1.412 -4.187 -0.135 0.0473
H -0.948 -5.011 -1.622 0.0558
H -3.169 -2.876 -1.376 0.0339
H -2.735 -3.688 -2.883 0.0400
H -1.330 -0.030 -4.127 0.0342
H -2.322 0.343 -2.729 0.0137
H -3.025 -1.803 -4.826 0.0461
H -3.795 -0.230 -4.667 0.0664
H -3.984 -1.433 -3.397 0.0599
H 1.060 -3.203 -3.515 0.0295
H 0.480 -1.892 -4.527 0.0321
H -0.957 -4.604 -4.166 0.0525
H -0.008 -4.156 -5.577 0.0636
H -1.506 -3.308 -5.218 0.0480
```

***

2.
Entry from the Open Molecules 2025 dataset: C29H47N5OsPS as an isolated structure in a non-equilibrium geometry (ωB97M-V/def2-TZVPD).

Summary:
Net charge: +1
Total energy in Ha: -2237.06181
LUMO (alpha / beta) in eV: -4.08 / -4.08
HOMO energy (alpha / beta) in eV: -10.9 / -10.9

Geometry as XYZ:
```
84
Properties=species:S:1:pos:R:3:lowdin_charge:R:1
Os -0.089 -1.749 0.115 1.0979
C 1.968 -2.203 -2.760 -0.0126
C 2.849 -2.172 -1.561 -0.3036
C 4.250 -2.093 -1.677 0.0066
C 5.021 -2.024 -0.549 0.0238
C 4.409 -2.107 0.721 -0.1553
C 5.121 -2.056 1.935 -0.0117
C 4.460 -2.192 3.131 -0.0533
C 3.083 -2.419 3.164 -0.0865
C 2.345 -2.462 1.996 -0.5972
S 0.646 -2.846 2.065 0.6645
C 2.999 -2.268 0.749 -0.2608
N 2.261 -2.240 -0.385 0.0535
H 2.449 -1.726 -3.607 0.0892
H 1.014 -1.712 -2.542 0.0497
H 1.762 -3.242 -3.020 0.1023
H 4.690 -2.084 -2.662 0.1236
H 6.095 -1.919 -0.609 0.1302
H 6.192 -1.923 1.908 0.1205
H 5.004 -2.135 4.062 0.1154
H 2.574 -2.584 4.103 0.1103
C -3.213 -4.169 -2.061 -0.0740
C -2.514 -2.856 -1.672 -0.5026
C -1.992 -2.170 -2.933 -0.1038
C -1.394 -3.172 -0.693 -0.3062
H -4.011 -3.970 -2.773 0.0824
H -3.641 -4.665 -1.192 0.0797
H -2.500 -4.846 -2.528 0.0829
H -3.249 -2.206 -1.183 0.1244
H -1.325 -2.837 -3.472 0.0784
H -1.453 -1.262 -2.667 0.0204
H -2.816 -1.910 -3.591 0.0815
H -0.680 -3.857 -1.188 0.0639
H -1.816 -3.681 0.190 0.0543
N -0.772 -0.076 -0.544 -0.2986
P -0.829 1.337 0.175 0.6456
N 0.692 2.010 0.457 -0.2015
C 1.042 3.339 -0.047 -0.1953
C 2.446 3.726 0.405 -0.1701
C 3.500 2.767 -0.161 -0.1768
C 2.932 1.347 -0.287 -0.1616
C 1.813 1.138 0.727 -0.2251
N -1.598 1.366 1.668 -0.2110
C -2.779 0.538 1.828 -0.2172
C -2.496 -0.730 2.634 -0.1902
C -1.829 -0.393 3.962 -0.1938
C -0.587 0.459 3.723 -0.1796
C -0.956 1.707 2.920 -0.1944
N -1.580 2.495 -0.748 -0.2111
C -1.364 2.399 -2.180 -0.2230
C -2.585 1.819 -2.885 -0.1774
C -3.823 2.645 -2.547 -0.1925
C -4.018 2.685 -1.034 -0.1745
C -2.761 3.242 -0.371 -0.1938
H 0.317 4.053 0.348 0.1198
H 0.995 3.381 -1.141 0.1124
H 2.492 3.727 1.495 0.1140
H 2.652 4.746 0.077 0.1186
H 4.370 2.767 0.496 0.1119
H 3.832 3.114 -1.139 0.1119
H 3.713 0.604 -0.130 0.0988
H 2.526 1.188 -1.287 0.1170
H 2.194 1.302 1.743 0.1315
H 1.439 0.098 0.679 0.0458
H -3.134 0.266 0.830 0.0952
H -3.556 1.125 2.336 0.1322
H -1.831 -1.381 2.038 0.0343
H -3.431 -1.265 2.802 0.1198
H -1.556 -1.311 4.482 0.1106
H -2.530 0.155 4.595 0.1187
H 0.152 -0.125 3.166 0.0751
H -0.146 0.760 4.675 0.1177
H -0.069 2.303 2.703 0.1068
H -1.654 2.320 3.505 0.1310
H -0.496 1.752 -2.340 0.1022
H -1.144 3.397 -2.574 0.1285
H -2.725 0.793 -2.544 0.0929
H -2.414 1.806 -3.962 0.1180
H -4.701 2.216 -3.029 0.1139
H -3.698 3.663 -2.924 0.1166
H -4.206 1.676 -0.664 0.1017
H -4.874 3.307 -0.773 0.1170
H -2.846 3.225 0.716 0.1098
H -2.618 4.281 -0.692 0.1302
```

***

3.
Entry from the Open Molecules 2025 dataset: C29H48BiNP3S2 as an isolated structure in a non-equilibrium geometry (ωB97M-V/def2-TZVPD).

Summary:
Net charge: +3
Total energy in Ha: -3222.37305
LUMO (alpha / beta) in eV: -9.38 / -9.38
HOMO energy (alpha / beta) in eV: -14.3 / -13.9

Geometry as XYZ:
```
84
Properties=species:S:1:pos:R:3:lowdin_charge:R:1
Bi -0.199 -0.231 -0.861 1.5219
P -1.084 2.361 0.244 0.7652
P -2.987 -0.640 -1.070 0.7097
P 2.458 1.217 -0.626 0.7387
H -1.276 -1.826 -3.195 0.0716
C -0.488 -1.390 -3.849 -0.2088
C 0.728 -2.218 -3.694 -0.1570
H 1.076 -2.253 -2.671 0.0540
C -1.334 3.838 -0.823 -0.2245
C -2.729 2.300 1.056 -0.2530
C -0.098 3.108 1.598 -0.2392
C -3.489 -2.146 -1.984 -0.2431
C -3.785 -0.864 0.560 -0.2451
C -4.019 0.641 -1.889 -0.2405
C 3.911 0.397 -1.394 -0.2391
C 3.136 1.570 1.038 -0.2725
C 2.593 2.876 -1.400 -0.2257
H -0.846 -1.477 -4.893 0.1463
H 0.670 -3.241 -4.151 0.1070
H -1.789 4.640 -0.221 0.0781
H -2.008 3.584 -1.653 0.0492
H -0.373 4.183 -1.229 0.0471
H -2.946 3.305 1.448 0.0763
H -2.719 1.587 1.890 0.0253
H -3.520 2.016 0.348 0.0231
H -0.745 3.808 2.148 0.0781
H 0.763 3.658 1.193 0.0478
H 0.248 2.331 2.290 0.0161
H -4.291 -2.643 -1.419 0.0654
H -2.633 -2.828 -2.069 0.0371
H -3.842 -1.879 -2.991 0.0693
H -4.691 -0.241 0.620 0.0706
H -3.097 -0.583 1.368 0.0019
H -4.040 -1.927 0.679 0.0612
H -5.071 0.489 -1.591 0.0787
H -3.923 0.524 -2.978 0.0591
H -3.701 1.661 -1.626 0.0214
H 4.814 0.976 -1.153 0.0721
H 3.807 0.324 -2.484 0.0280
H 4.020 -0.614 -0.980 0.0568
H 4.108 2.074 0.924 0.0680
H 3.280 0.636 1.597 0.0187
H 2.459 2.222 1.604 0.0223
H 3.634 3.220 -1.291 0.0734
H 1.922 3.586 -0.897 0.0252
H 2.333 2.816 -2.466 0.0427
C 2.184 0.186 -4.290 -0.5486
C 2.099 1.392 -4.999 -0.0789
C 0.806 1.962 -4.975 -0.0812
C -0.290 1.270 -4.493 -0.0189
C -0.125 0.118 -3.531 -0.4733
C 1.338 0.092 -3.168 -0.4702
S 2.421 -1.494 -4.946 1.1798
H 3.333 -1.808 -4.063 -0.0526
H 2.943 1.751 -5.599 0.1285
H 0.694 2.945 -5.412 0.1189
H -1.310 1.666 -4.502 0.1111
H -0.979 0.369 -2.785 -0.0042
H 1.734 -0.519 -2.335 -0.0318
N 0.115 -1.629 0.861 -0.5676
S 1.309 -1.526 2.014 1.0796
C 0.621 -0.354 3.190 -0.4083
C -0.756 -0.185 3.283 -0.1125
C -1.281 0.724 4.206 -0.0585
C -0.415 1.441 5.039 -0.0345
C 0.966 1.255 4.952 -0.0351
C 1.495 0.353 4.029 -0.0752
C 1.058 -3.084 2.889 -0.3907
C 2.183 -3.722 3.441 -0.0603
C 2.002 -4.857 4.240 -0.0269
C 0.714 -5.359 4.460 -0.0229
C -0.383 -4.760 3.844 -0.0362
C -0.217 -3.620 3.054 -0.0893
H -0.269 -2.566 0.757 0.0107
H -1.418 -0.759 2.633 0.0725
H -2.359 0.874 4.291 0.1226
H -0.808 2.156 5.764 0.1302
H 1.657 1.799 5.594 0.1302
H 2.563 0.158 3.932 0.1188
H 3.175 -3.322 3.244 0.1156
H 2.861 -5.350 4.683 0.1266
H 0.566 -6.226 5.102 0.1298
H -1.389 -5.167 3.967 0.1263
H -1.077 -3.150 2.576 0.0976
```

***

4.
Entry from the Open Molecules 2025 dataset: a 3-piece molecular cluster, C29H48IN6O3 overall (ωB97M-V/def2-TZVPD).

Summary:
Net charge: +1
Total energy in Ha: -1985.51938
LUMO in eV: -2.38
HOMO energy in eV: -11.5

Geometry as XYZ:
```
87
Properties=species:S:1:pos:R:3:lowdin_charge:R:1
C -2.518 -5.938 -2.151 0.0540
C -1.203 -5.868 -2.054 -0.0644
C -0.567 -4.647 -1.489 -0.4884
O -0.910 -4.049 -0.496 0.0908
O 0.476 -4.271 -2.263 0.0085
C 0.974 -2.947 -2.039 -0.1745
C 2.266 -2.962 -1.240 -0.1525
C 2.991 -1.607 -1.335 -0.1794
C 2.999 -0.888 0.017 -0.2006
C 1.570 -0.651 0.509 -0.1975
C 1.418 0.465 1.555 -0.1097
N 0.219 1.320 1.458 -0.0577
C 0.223 2.575 0.705 -0.2279
C 0.405 2.496 -0.808 -0.6954
C 1.793 2.104 -1.320 -0.1224
I -1.164 1.326 -1.680 1.0564
C -0.945 0.788 1.911 -0.3488
N -1.300 -0.515 1.602 0.1923
N -1.757 1.485 2.680 0.0253
C -1.362 2.813 3.241 -0.2111
N -1.718 3.018 4.604 0.0556
C -3.121 1.032 3.007 -0.1279
C -4.190 1.986 2.476 -0.1681
C -4.215 2.103 0.957 -0.1721
C -4.621 0.816 0.259 -0.2605
O -4.926 1.132 -1.081 -0.2034
C -4.857 0.044 -1.981 -0.1083
H -3.164 -5.225 -1.655 0.0734
H -2.989 -6.722 -2.726 0.0683
H -0.560 -6.678 -2.368 0.1140
H 0.203 -2.371 -1.527 0.1029
H 1.132 -2.505 -3.023 0.1338
H 2.878 -3.785 -1.609 0.1235
H 2.025 -3.175 -0.198 0.1073
H 2.441 -0.980 -2.046 0.0938
H 3.998 -1.706 -1.737 0.1165
H 3.495 -1.550 0.729 0.0786
H 3.587 0.031 -0.042 0.1077
H 0.920 -0.439 -0.344 0.0537
H 1.240 -1.582 0.972 0.1055
H 2.285 1.125 1.540 0.1255
H 1.411 0.030 2.556 0.1301
H -0.724 3.074 0.892 0.0958
H 1.004 3.236 1.097 0.1419
H 0.192 3.500 -1.171 0.0663
H 2.119 2.820 -2.072 0.0843
H 1.816 1.125 -1.788 0.0433
H 2.524 2.128 -0.512 0.0740
H -1.044 -1.207 2.302 0.1382
H -0.865 -0.787 0.727 0.0634
H -0.286 2.895 3.119 0.1223
H -1.845 3.580 2.635 0.1311
H -1.513 2.238 5.213 0.0924
H -2.673 3.316 4.740 0.0802
H -3.200 0.936 4.088 0.1223
H -3.265 0.047 2.582 0.1114
H -4.116 2.971 2.940 0.1047
H -5.145 1.571 2.807 0.1257
H -3.256 2.443 0.554 0.0763
H -4.946 2.862 0.675 0.1282
H -3.822 0.064 0.296 0.1008
H -5.508 0.395 0.751 0.1358
H -4.943 -0.917 -1.467 0.0905
H -5.677 0.129 -2.690 0.0917
H -3.917 0.060 -2.541 0.0455
N 3.696 -2.819 2.951 0.0442
C 4.954 -3.106 2.618 -0.1552
C 5.787 -3.908 3.383 -0.0619
C 5.291 -4.443 4.560 -0.0671
C 3.985 -4.154 4.921 -0.0665
C 3.233 -3.342 4.086 -0.1588
H 5.316 -2.672 1.692 0.0996
H 6.799 -4.106 3.059 0.1063
H 5.909 -5.074 5.184 0.1108
H 3.553 -4.549 5.830 0.1047
H 2.206 -3.102 4.339 0.0973
N 0.929 3.076 -5.889 0.0589
C 1.088 4.189 -6.599 -0.1462
C 0.581 5.424 -6.214 -0.0662
C -0.133 5.507 -5.031 -0.0759
C -0.307 4.352 -4.282 -0.0865
C 0.241 3.169 -4.753 -0.1839
H 1.648 4.090 -7.521 0.1065
H 0.743 6.295 -6.834 0.1045
H -0.548 6.450 -4.701 0.1071
H -0.870 4.364 -3.356 0.0815
H 0.125 2.251 -4.188 0.0340
```

***

5.
Entry from the Open Molecules 2025 dataset: C29H48NOP3PtS as an isolated structure in a non-equilibrium geometry (ωB97M-V/def2-TZVPD).

Summary:
Expectation value of S²: 6.059
Net charge: +4
Total energy in Ha: -2803.76362
LUMO (alpha / beta) in eV: -10.55 / -15.09
HOMO energy (alpha / beta) in eV: -18.4 / -19.0
Multiplicity: 5

Geometry as XYZ:
```
84
Properties=species:S:1:pos:R:3:lowdin_charge:R:1
Pt 0.243 0.204 -1.323 0.7286
P 2.598 0.105 -1.426 0.6998
P -0.514 2.209 -2.308 0.6922
P -0.355 -1.447 -2.749 0.6136
H -2.120 -5.544 3.947 0.1293
C -1.672 -6.152 3.148 0.1903
C -0.345 -6.305 3.036 0.1678
H 0.363 -5.851 3.741 0.1262
C 3.577 0.517 0.049 -0.2141
C 3.157 1.207 -2.765 -0.2172
C 3.162 -1.585 -1.820 -0.2201
C -2.329 2.323 -2.259 -0.2089
C 0.020 3.776 -1.523 -0.2129
C -0.053 2.443 -4.052 -0.2135
C -0.131 -3.217 -2.411 -0.2152
C 0.418 -1.201 -4.384 -0.2208
C -2.141 -1.267 -3.027 -0.2327
H -2.348 -6.645 2.435 0.1270
H 0.075 -6.923 2.233 0.1138
H 3.331 -0.201 0.842 0.0411
H 3.358 1.539 0.388 0.0599
H 4.646 0.438 -0.207 0.0862
H 2.814 2.233 -2.578 0.0454
H 2.772 0.890 -3.742 0.0473
H 4.253 1.212 -2.802 0.0802
H 2.694 -2.274 -1.103 0.0349
H 4.252 -1.629 -1.691 0.0802
H 2.908 -1.900 -2.842 0.0556
H -2.636 3.067 -3.006 0.0815
H -2.656 2.647 -1.259 0.0287
H -2.797 1.359 -2.486 0.0313
H -0.304 4.617 -2.157 0.0887
H 1.113 3.819 -1.414 0.0584
H -0.447 3.875 -0.532 0.0191
H -0.933 2.816 -4.590 0.0728
H 0.278 1.513 -4.522 0.0191
H 0.750 3.186 -4.133 0.0708
H -0.420 -3.818 -3.285 0.0891
H -0.766 -3.510 -1.568 0.0165
H 0.909 -3.437 -2.144 0.0509
H 0.480 -2.172 -4.889 0.0738
H 1.431 -0.785 -4.315 0.0259
H -0.207 -0.535 -4.988 0.0567
H -2.508 -2.155 -3.558 0.0787
H -2.351 -0.370 -3.625 0.0492
H -2.657 -1.189 -2.059 0.0544
C 0.478 -2.600 1.509 -0.3898
C -0.957 -2.413 1.666 0.0195
C -1.843 -3.305 1.086 -0.0523
C -1.351 -4.438 0.412 -0.0855
C 0.011 -4.774 0.497 -0.0936
C 0.878 -3.961 1.185 0.0391
O 1.318 -1.646 1.550 0.0085
H 0.339 -1.285 -0.565 -0.0023
H -1.288 -1.489 2.153 0.0973
H -2.925 -3.138 1.172 0.1367
H -2.054 -5.115 -0.084 0.1420
H 0.349 -5.723 0.089 0.1389
H 1.891 -4.244 1.462 0.1459
N 0.242 1.234 0.390 -0.4144
S -0.858 1.184 1.615 1.1313
C 0.144 1.332 3.089 -0.4090
C -0.436 1.810 4.272 -0.0663
C 0.359 2.015 5.399 -0.0146
C 1.737 1.754 5.347 -0.0070
C 2.304 1.243 4.172 -0.0223
C 1.486 0.951 3.074 -0.0961
C -1.656 2.817 1.620 -0.4061
C -0.915 3.955 1.943 -0.0872
C -1.506 5.217 1.818 -0.0150
C -2.837 5.330 1.404 0.0039
C -3.578 4.185 1.092 -0.0237
C -2.994 2.922 1.206 -0.0918
H 0.992 1.896 0.575 0.0422
H -1.498 2.045 4.278 0.1268
H -0.098 2.401 6.313 0.1364
H 2.364 1.950 6.225 0.1378
H 3.379 1.063 4.097 0.1294
H 1.874 0.419 2.209 0.0509
H 0.102 3.843 2.321 0.1288
H -0.915 6.103 2.051 0.1364
H -3.298 6.316 1.321 0.1393
H -4.609 4.260 0.749 0.1351
H -3.547 2.003 1.013 0.1214
```

***

> Which value of total energy does entry 4 give?

-1985.51938 Ha